1.
# C19H15NS4Se3TeW

A structure of composition C19H15NS4Se3TeW (ωB97M-V with the def2-TZVPD basis set, OMol25).

The calculation puts the calculated total energy at -269921.523 eV. For the HOMO energy (alpha / beta), the calculation gives -13.0 / -13.0 eV. As for the energy above the lowest of the compared OMol25 structures with the same formula, charge and spin: 2.589 eV. Its net charge is +2. The calculation puts the frontier orbital gap (alpha / beta) at 4.4 / 4.4 eV.

Geometry as XYZ:
```
44
Properties=species:S:1:pos:R:3:forces:R:3:nbo_charge:R:1
Se 3.69313 -1.02196 3.73249 -0.01 0.10 0.37 -0.03
C 4.09729 -1.93237 -1.42060 0.00 -0.07 0.19 -0.18
H -4.89567 0.40464 -4.93055 0.00 0.00 0.00 0.24
H -5.76162 -1.28178 -3.33953 0.01 0.00 0.00 0.24
C -4.34902 0.18351 -4.02385 0.06 0.04 0.00 -0.16
N -0.88311 1.40876 1.05707 0.13 -0.02 0.11 -0.54
C 0.96009 2.38350 0.24673 -0.17 0.09 -0.18 -0.74
C 4.44006 -3.31089 0.52026 0.18 0.23 0.26 -0.20
C -1.30779 2.76426 3.32704 0.03 0.01 0.00 -0.09
C -2.86706 0.08186 1.10700 -0.02 -0.06 0.03 -0.55
H 4.37914 -1.63220 -2.42198 -0.03 0.02 0.01 0.26
H 0.48816 3.87048 2.84854 -0.01 0.01 -0.01 0.25
C -3.15394 0.84297 -3.76661 -0.07 0.00 -0.04 -0.18
S -0.90812 1.45651 -2.33758 0.05 -0.14 -0.16 0.21
S -2.00803 -0.80326 -0.26034 0.16 0.16 -0.30 0.42
C -0.01459 2.38279 1.37580 -0.08 -0.02 0.09 0.26
H -2.76896 1.57295 -4.46709 0.00 0.00 0.00 0.24
C 2.93756 -1.38119 -0.83488 -0.08 0.22 0.06 -0.18
H -1.48989 3.30269 4.24835 0.01 0.00 -0.01 0.25
H 2.00590 2.37501 0.54238 0.07 -0.01 0.04 0.23
H 2.92078 -3.17056 2.05570 -0.01 -0.05 0.00 0.26
C 2.56342 -1.79712 0.46111 -0.13 -0.05 -0.35 -0.15
Se 2.10633 0.29932 2.83605 0.06 -0.08 -0.36 0.16
C -4.12439 -1.05404 -1.97903 -0.02 0.02 0.04 -0.22
H 5.73354 -3.29124 -1.19110 0.00 0.00 0.01 0.26
S 1.90422 -0.32629 -1.81692 0.63 -0.24 -0.42 0.09
C 3.27182 -2.78430 1.11111 -0.20 -0.09 -0.16 -0.23
C 4.84810 -2.87248 -0.73138 -0.16 0.05 -0.39 -0.20
H -3.23145 -0.65977 1.81500 0.00 -0.01 0.01 0.27
H -4.48444 -1.80887 -1.29066 0.01 0.01 0.00 0.24
C -2.43961 0.56650 -2.60785 0.08 0.17 0.00 -0.23
Te 5.58287 -0.85479 1.95669 0.09 0.01 0.01 0.77
C -0.19794 3.08944 2.55250 -0.01 -0.02 -0.01 -0.25
Se 4.69813 0.55361 0.37161 0.08 0.00 -0.02 -0.03
H 4.99161 -4.09093 1.03042 -0.06 -0.05 -0.02 0.26
C -2.21171 1.77474 2.93574 -0.04 0.05 0.03 -0.23
C -2.94229 -0.37429 -1.71736 -0.10 -0.05 0.08 -0.14
C -4.83654 -0.76138 -3.13296 -0.01 -0.02 0.01 -0.18
H 0.77677 3.22550 -0.42033 0.06 0.08 0.03 0.25
H -3.08778 1.56104 3.53233 0.01 -0.01 0.00 0.25
W 0.12906 0.50443 -0.58219 -0.60 -0.25 0.54 0.57
C -1.97423 1.09981 1.75651 -0.05 0.01 -0.08 0.24
S 1.13632 -1.06722 1.20418 0.16 -0.04 0.58 0.17
H -3.72609 0.57264 0.64816 -0.02 -0.01 0.01 0.28
```
Positions in Å, forces in eV/Å.

---

2.
# C21H45BN4O10P

The ion C21H45BN4O10P with charge -1 at a distorted geometry (ωB97M-V with the def2-TZVPD basis set, OMol25).

The calculation puts the calculated total energy at -58911.797 eV. For the HOMO energy, the calculation gives -4.6 eV. The SMILES is CC(C)=N[C@@](CCN)(CP(=O)(O)O)O[C@H](CCCCCN)[C@@H](O[C@H](OC[C@@H](C)O)C(=O)[O-])B(O)N(C)C. As for the energy above the lowest of the compared OMol25 structures with the same formula, charge and spin: 0.000 eV. Its net charge is -1. The calculation puts the frontier orbital gap at 6.9 eV.

Geometry as XYZ:
```
82
Properties=species:S:1:pos:R:3:forces:R:3:mulliken_charge:R:1
H 0.27915 2.02589 -1.56639 -0.10 0.06 -0.09 0.90
H -3.31881 4.89935 -0.27248 -0.15 -0.01 -0.06 0.36
H -0.88473 -0.52027 -3.87714 0.00 0.05 -0.20 0.33
H 1.32449 -4.05820 -1.80578 0.00 0.10 0.05 0.36
C 4.75998 0.67617 -0.39458 0.23 -0.65 -0.08 1.09
C 5.84781 0.23359 0.56306 -0.01 0.63 0.12 -1.45
H -4.25288 6.17483 1.54427 0.01 0.06 0.03 0.23
C 1.67385 -2.08837 1.90962 0.26 -0.15 0.53 0.23
N 1.87143 -3.53731 2.13939 -0.41 0.10 0.13 -0.75
H 6.76364 0.11748 -0.01914 0.01 -0.12 -0.01 0.48
C 5.20414 1.71937 -1.38582 0.44 -0.88 -0.61 -1.63
C 0.82398 0.05913 -1.02306 -1.27 -0.29 -0.67 0.40
H 5.62022 2.56447 -0.83641 -0.18 0.12 0.02 0.33
H -4.21663 -0.58131 -0.61482 0.21 -0.21 -0.10 0.41
H 1.54880 0.25519 -1.81503 0.48 -0.07 0.39 0.40
H -4.00725 -1.24878 3.16195 0.10 0.18 -0.03 0.33
H -0.94146 0.86940 -2.02030 -0.06 -0.11 0.06 0.03
H 2.34888 -3.66826 3.02391 0.19 -0.03 -0.09 0.25
H -2.94166 2.20406 -0.70634 0.03 0.12 -0.26 0.20
H -0.41923 -4.05271 -1.38612 0.00 0.13 0.01 0.03
C -3.86871 -0.63320 0.42171 -0.56 -0.15 -0.14 -0.34
O 2.41881 2.88969 0.14870 -0.06 -0.05 0.11 -0.45
H -3.83634 0.40464 0.79591 0.15 0.01 0.01 0.12
H -1.55701 3.35134 -0.95378 -0.39 -0.04 -0.36 0.62
H 1.95455 -2.68624 -4.11467 0.06 -0.06 -0.01 0.25
C -2.39420 3.44589 0.98286 -0.20 0.08 -0.10 -0.60
H -5.75523 -1.48467 3.18489 0.02 -0.01 0.07 0.39
C -2.04357 2.64655 -0.27147 0.68 -0.04 0.70 -0.92
C -4.93978 -0.97179 2.67086 -0.27 -0.45 0.04 -1.45
H -6.49735 -0.28467 0.82755 0.06 0.05 0.03 0.33
N 0.02703 -3.12949 -3.25076 2.00 0.26 0.84 0.17
C 2.67035 -0.07170 0.60065 1.07 -2.00 0.67 1.01
O -2.76363 -3.81777 -0.63103 0.05 0.36 -0.20 -0.80
C 2.95949 0.78492 1.84262 -0.88 0.03 -0.11 -1.43
O -3.16916 -2.55251 -2.47007 0.08 0.14 0.12 -0.81
O 1.32984 0.23781 0.29086 0.46 0.40 -0.34 0.44
O -2.61718 -1.24688 0.56431 0.34 0.27 0.10 -0.37
B 0.10377 -1.76930 -2.79787 -1.15 -0.04 -0.27 0.88
C -2.71411 -2.77980 -1.32499 0.00 -0.43 -0.16 0.55
C 0.34378 -1.38214 -1.25290 0.27 0.15 -0.01 -1.37
H 2.14659 0.52695 2.52640 0.09 -0.01 0.14 0.77
P 2.87628 2.58149 1.64873 0.44 0.33 0.23 1.18
H 1.22012 -1.98946 -0.99281 -0.08 -0.15 0.07 -0.09
H -3.52785 5.21302 2.63068 0.01 -0.06 -0.01 0.21
H 6.06240 1.02900 1.28257 -0.06 -0.10 0.15 0.27
H 1.70642 -1.58153 2.88402 -0.10 0.24 -0.10 0.45
H 0.19424 -5.11864 -2.63307 -0.05 -0.02 0.02 0.40
H 3.73341 -1.67282 1.58864 0.08 0.03 -0.06 0.30
C 1.05660 -3.28554 -4.31613 -0.48 0.21 -0.14 -1.01
H -1.46425 0.72858 0.56083 0.07 -0.06 -0.02 0.11
H -2.13391 -0.68545 -1.33093 0.39 -0.07 -0.17 0.15
C -0.99658 1.56849 0.04456 -0.61 0.15 -0.05 1.38
C -0.26119 1.13835 -1.21579 0.75 0.43 0.34 -2.11
O -0.65921 -1.79831 -0.32732 0.13 0.05 -0.05 0.06
H -0.30061 2.03015 0.74696 0.21 -0.16 -0.06 -0.70
H 1.06155 2.34461 2.79179 -0.26 0.13 -0.09 0.32
N -3.45286 5.57008 1.68491 -0.04 0.01 -0.01 -0.65
H 0.65642 -2.95097 -5.27001 0.05 -0.15 -0.11 0.26
H 6.01092 1.31999 -2.01112 0.08 0.10 0.02 0.49
H 1.38013 -4.32364 -4.35784 -0.19 -0.08 -0.18 0.38
C 2.79721 -1.55832 1.03245 -0.01 0.00 0.03 -1.32
H 5.61977 -0.70540 1.05609 -0.06 0.04 0.11 0.29
C 0.29998 -4.12121 -2.19895 -0.39 -0.49 -0.26 -0.87
O 1.62704 3.08337 2.53998 0.14 -0.33 0.01 -0.65
O 0.04302 -0.76770 -3.78504 0.05 -0.02 0.26 -0.58
H -4.70724 -2.46360 1.15126 -0.10 -0.03 -0.30 0.43
C -1.98954 -1.55843 -0.68229 -0.78 -0.07 0.58 0.42
H -2.68602 2.76451 1.78960 -0.06 0.01 0.03 0.40
H 0.95896 -3.95356 2.29293 0.00 -0.11 -0.22 0.28
N 3.58807 0.20845 -0.46543 -1.07 2.11 -0.19 -0.32
H 3.88415 0.50198 2.33684 0.15 0.20 -0.13 0.26
H 2.90616 -2.19844 0.15685 -0.13 0.04 -0.09 0.29
O 4.10358 3.28588 2.04884 0.06 -0.05 -0.09 -0.80
C -4.93301 -1.40011 1.20934 0.12 0.48 0.39 0.20
C -3.49187 4.46790 0.71496 0.12 -0.07 0.34 -0.61
H 2.17259 3.82138 0.07852 0.00 0.01 -0.12 0.39
H -4.45910 3.95027 0.71953 -0.04 0.02 -0.24 0.27
O -6.22596 -1.18922 0.64452 -0.10 -0.16 -0.08 -0.60
H -5.11752 0.10383 2.76069 0.15 0.06 0.00 0.31
H 4.38643 1.99638 -2.04225 -0.11 0.20 0.17 0.30
H -1.51012 3.98652 1.33304 0.07 -0.04 -0.04 0.34
H 0.68973 -1.89322 1.49120 0.05 -0.12 -0.24 -0.33
```
Positions in Å, forces in eV/Å.

---

- Look up the energy above the lowest of the compared OMol25 structures with the same formula, charge and spin of the second one.
  0.000 eV

---

- The lowest energy above the lowest of the compared OMol25 structures with the same formula, charge and spin belongs to which entry?
  C21H45BN4O10P

---

- Among the records above, which one has the highest energy above the lowest of the compared OMol25 structures with the same formula, charge and spin?
  C19H15NS4Se3TeW

---

- Which of these has the lowest net charge?
  C21H45BN4O10P